[1]
Entry from the OMol25 dataset: a molecular structure, C49H41BrClN5O3SSrTe (ωB97M-V/def2-TZVPD).

XYZ file:
```
103
Properties=species:S:1:pos:R:3:forces:R:3
Sr -1.601241 -0.035875 0.028748 -10.41 -6.50 -4.84
Cl 4.920879 -0.173258 -3.119088 0.01 -0.08 -0.01
C 3.932663 -0.672150 -1.760611 0.02 0.05 -0.34
C 4.533031 -1.246807 -0.645843 0.33 0.04 0.01
C 3.815995 -1.519241 0.503233 0.26 -0.35 0.02
C 2.445635 -1.229348 0.554955 0.01 0.13 0.05
O 1.763486 -1.053745 1.629728 0.89 0.39 -0.14
C 1.857514 -0.814136 -0.668948 -0.59 0.41 0.69
C 0.471873 -0.384736 -0.484894 2.59 -6.11 -4.59
O -0.342202 -1.441891 -0.326292 7.41 -1.73 -0.79
C 2.566390 -0.454479 -1.787438 0.18 -0.04 -0.19
H 5.605868 -1.399084 -0.657597 -0.02 -0.06 -0.04
H 4.308809 -1.873713 1.401117 0.06 0.01 -0.03
H 0.144447 0.252844 -1.336220 0.47 -0.72 0.38
H 2.023250 0.069814 -2.575809 0.47 -0.27 -0.12
C -1.376349 -4.705313 -2.200912 -0.16 0.32 -0.10
C -1.459242 -3.604330 -1.320056 0.35 0.76 0.45
N -0.844308 -3.687081 -0.176191 0.03 -0.07 0.98
C 0.029309 -4.618883 0.126407 -0.04 -1.28 -1.24
C 0.279332 -5.708888 -0.752213 -0.25 0.73 0.50
C -0.526866 -5.756358 -1.901997 -0.16 0.31 0.01
C 1.339330 -6.607231 -0.435118 0.33 -0.12 0.17
C 2.168310 -6.370443 0.614356 -0.05 -0.25 -0.28
C 1.975820 -5.255039 1.483212 -0.31 0.47 0.12
C 2.850273 -4.892416 2.524254 -0.15 0.01 -0.07
C 2.561573 -3.788678 3.290370 -0.02 -0.08 -0.03
C 1.378134 -3.072333 3.021145 0.24 -0.45 0.61
N 0.555536 -3.386161 2.064117 -0.32 0.09 0.29
C 0.849634 -4.423077 1.285305 0.49 -0.32 0.19
H -1.996326 -4.708633 -3.082703 0.01 -0.13 -0.28
H -1.878816 -2.535346 -1.369640 0.08 -2.33 -1.06
H -0.438134 -6.602796 -2.567942 -0.04 -0.09 -0.16
H 1.503122 -7.465760 -1.070451 0.07 -0.12 -0.12
H 3.011048 -7.020543 0.806938 0.06 -0.14 -0.01
H 3.744212 -5.476921 2.706631 0.03 -0.06 0.01
H 3.228934 -3.486725 4.089429 -0.06 0.05 0.00
H 1.084380 -2.226831 3.633998 0.17 -0.16 0.12
C -4.275013 -0.795418 -5.211488 0.06 0.05 0.36
C -4.034644 -0.415116 -3.784480 0.82 0.05 0.61
C -5.062249 0.156840 -3.029995 0.62 -0.16 1.08
C -4.856230 0.347305 -1.667038 -0.01 -0.67 -0.55
C -3.668875 -0.031164 -0.991507 -0.64 0.66 -2.37
Br -4.410740 -2.702475 -1.068787 -1.18 -1.23 0.18
N -2.636109 -0.571709 -1.779270 -3.41 0.82 -4.02
C -2.844750 -0.732740 -3.107150 -0.68 -0.26 0.60
H -5.085179 -1.515655 -5.214156 -0.19 -0.23 -0.30
H -3.395924 -1.257271 -5.640245 0.20 -0.10 -0.23
H -4.571569 0.061782 -5.808320 -0.02 0.12 -0.21
H -6.029744 0.338159 -3.477255 -0.13 0.17 -0.14
H -5.692906 0.635832 -1.043213 -0.13 0.33 -0.01
H -2.054471 -1.290997 -3.610740 0.00 0.20 -0.25
S -3.365344 -3.798340 2.237804 -0.43 -1.73 1.54
C -2.880529 -2.572591 1.419660 0.09 2.08 -2.43
N -2.680511 -1.707016 0.607237 -3.00 -5.03 3.50
C 3.777782 6.313989 -0.120272 0.09 0.11 -0.08
C 2.879980 5.134961 0.098235 0.21 -0.04 0.11
C 1.498305 5.265574 -0.006517 -0.02 -0.21 0.00
C 0.668401 4.172474 0.201246 -0.66 0.01 0.27
C -0.816857 4.196426 0.193555 -0.58 0.67 0.72
C 1.235563 2.958664 0.534322 1.06 1.93 -0.92
Te 0.392308 1.147192 1.114449 2.70 -1.19 -1.78
N -0.756083 -0.305106 1.800784 2.00 -2.24 6.84
C -0.811107 -0.687413 3.056557 0.75 0.70 1.98
O -1.334418 -1.617640 3.603489 -0.12 -0.32 0.04
C -0.250743 0.591630 3.751418 -0.79 0.09 -0.31
C -1.275346 1.530549 3.686018 0.19 -0.11 1.09
C -0.998964 2.854805 3.345969 0.22 0.69 0.74
C 0.259773 3.146801 2.878589 -1.25 1.46 1.45
C 1.269442 2.198406 2.922909 1.59 1.26 3.27
C 1.073469 0.965704 3.462041 0.32 -0.86 2.20
C -0.908359 1.758201 -0.283058 2.01 7.65 -3.12
C -0.275094 1.885389 -1.477698 2.63 1.74 -0.33
C -0.977272 2.326713 -2.564091 -0.56 0.35 -0.43
C -2.311733 2.671414 -2.378301 0.21 0.48 -0.79
C -2.921695 2.568815 -1.143883 -0.13 -0.08 0.41
C -2.208502 2.027990 -0.105640 -2.28 4.00 -1.49
C -2.536708 1.710535 1.259622 -2.52 2.19 1.69
C 2.588449 2.822229 0.637369 0.39 0.24 -0.75
C 2.925017 1.418796 0.838063 3.00 -0.39 -0.68
C 3.428196 3.891981 0.412720 0.13 0.21 0.08
H 3.300778 7.234101 0.220813 0.06 0.00 -0.05
H 4.007788 6.422311 -1.182430 0.00 0.07 0.00
H 4.723584 6.190607 0.409532 -0.05 0.04 -0.01
H 1.046261 6.223280 -0.236055 0.06 0.06 -0.01
H -1.274600 5.144665 0.479593 0.27 0.39 -0.16
H -1.176256 3.446141 0.962515 0.60 1.90 -1.07
H -1.186987 3.885298 -0.802867 0.26 0.93 0.86
H -2.297378 1.139432 3.640009 0.31 0.33 0.55
H -1.774201 3.616109 3.300352 0.13 -0.18 0.07
H 0.514255 4.102646 2.431158 -0.30 -0.15 0.44
H 2.224831 2.524474 2.558399 0.00 0.00 0.79
H 1.855326 0.214590 3.401892 -0.13 -0.03 0.19
H 0.878642 1.920811 -1.433516 -1.94 -0.29 -0.73
H -0.454142 2.450783 -3.495559 -0.17 0.12 -0.34
H -2.843192 3.111045 -3.201033 -0.28 -0.02 -0.26
H -3.910499 2.926617 -0.941804 -0.50 -0.10 -0.28
H -2.615945 2.646663 1.820602 -0.31 -0.39 -0.03
H -1.654152 1.122834 1.537676 -2.54 1.68 2.40
H -3.439452 1.119669 1.406869 -0.12 -0.10 -0.13
H 2.469014 0.951443 1.713629 1.06 -0.13 -0.55
H 3.984136 1.195752 0.940534 0.23 0.06 -0.19
H 2.566313 0.941914 -0.092548 0.86 -0.03 0.77
H 4.501557 3.745898 0.489303 -0.04 0.14 -0.04
```
Forces are in eV/Å.

As for the net charge: -1. The spin multiplicity is 2. The value obtained for the relative energy (zero: lowest compared OMol25 entry of this formula, charge and spin) is 36.172 eV.

[2]
Entry from the OMol25 dataset: a molecular structure, C49H42BBr6N8O14 (ωB97M-V/def2-TZVPD).

XYZ file:
```
120
Properties=species:S:1:pos:R:3:forces:R:3
O -1.185291 0.819678 3.850796 3.01 -0.05 -3.17
C -0.343197 0.540469 2.956390 -3.04 -1.20 3.42
O 0.475167 1.265723 2.275170 0.33 1.08 -1.09
B 1.091727 0.429662 1.194841 1.27 -0.04 -0.15
O 0.848795 -0.990910 1.653875 1.25 1.25 -1.73
C -0.050094 -0.938771 2.571359 -1.96 -0.59 2.17
O -0.583294 -1.863303 3.137058 0.42 0.17 -0.53
O 2.551818 0.784931 1.020246 -1.28 0.10 -1.04
C 2.698461 1.230675 -0.240796 2.08 0.61 -1.35
O 3.757097 1.516630 -0.789705 -1.79 -0.43 1.40
C 1.319939 1.213363 -1.038728 2.06 -0.92 0.14
O 0.521028 0.655278 -0.155346 -1.80 0.09 -0.11
O 1.203061 1.428155 -2.227822 -0.53 -0.05 2.03
C 5.873979 5.415742 -5.370522 0.32 0.64 -0.09
Br 5.989310 6.915373 -4.024495 -0.15 -1.32 -1.01
Br 7.568797 4.416478 -5.461715 -0.82 0.62 -0.03
Br 5.299227 6.140748 -7.118391 0.45 -0.39 0.86
H 5.110801 4.685707 -5.100870 0.18 0.43 0.29
C 10.347794 1.068113 -0.664323 1.13 0.03 0.70
Br 11.482346 -0.283844 -1.630264 -1.19 1.05 0.45
Br 11.496549 2.661176 -0.284509 -0.78 -0.82 -0.40
Br 9.707856 0.343688 1.003784 0.14 -0.10 -0.08
H 9.419119 1.393238 -1.133308 0.67 -0.16 -0.68
C -2.126301 7.667571 -0.664898 0.07 0.49 1.28
C -2.811602 6.677043 -1.336697 -0.22 -0.36 0.29
C -3.633747 7.012808 -2.389117 -0.12 -2.00 -0.79
C -3.765620 8.296868 -2.767871 0.50 1.58 -0.98
C -3.063223 9.269246 -2.150550 0.75 2.15 2.23
C -2.282544 8.990500 -1.000984 -0.84 0.26 -2.10
N -4.608514 8.637472 -3.909509 -4.11 1.68 -1.91
O -5.205193 7.713451 -4.463985 1.35 0.22 0.53
O -4.958289 9.829486 -4.223172 2.34 -2.54 1.60
H -1.567891 7.455028 0.234777 0.19 -0.37 -0.05
H -2.762273 5.674191 -0.938881 0.09 -0.19 -0.38
H -4.122397 6.336085 -3.074447 -0.15 -0.66 0.58
H -3.203439 10.317247 -2.370640 -0.09 -0.03 -0.50
H -1.860040 9.841246 -0.487062 0.26 -0.27 0.19
C 2.861219 0.190524 8.027528 0.15 0.76 1.50
C 1.827276 0.979843 8.550835 -0.37 0.24 -2.37
C 0.662889 0.420106 9.042957 0.47 0.42 0.09
C 0.653413 -0.943021 9.344327 -0.82 2.18 0.45
C 1.764623 -1.661044 9.088543 1.43 -1.75 -0.57
C 2.855044 -1.112945 8.384100 -0.42 -1.33 0.46
N -0.557994 -1.447274 10.010001 -0.70 -3.58 -1.29
O -0.990839 -2.550659 9.634157 1.17 0.82 -0.26
O -1.123282 -0.853763 10.870698 0.07 2.06 1.10
H 3.749435 0.586162 7.557488 -0.23 0.34 -0.24
H 1.817119 1.991051 8.171685 -0.18 0.37 0.52
H -0.200939 1.063821 9.119320 -0.13 -0.20 0.44
H 1.865695 -2.700963 9.361944 -0.37 -0.11 0.12
H 3.703220 -1.734819 8.138597 -0.09 -0.24 0.02
C -7.355042 0.844736 8.184884 -0.11 0.25 -0.68
C -7.174968 -0.120756 7.171390 -1.65 1.37 0.26
C -8.234348 -0.351598 6.241230 0.42 -0.36 1.10
C -9.480191 0.252385 6.440589 1.42 0.20 0.47
C -9.548121 1.289071 7.430451 -1.70 -0.60 -1.21
C -8.495472 1.694000 8.222954 0.72 -2.27 -0.48
N -10.688887 -0.343609 5.679541 -0.16 1.11 2.33
O -10.511823 -1.305812 4.975304 0.11 0.43 -0.19
O -11.783849 0.123210 6.008615 1.12 -0.37 -0.76
H -6.605694 0.915289 8.959411 0.22 0.25 -0.08
H -6.237454 -0.656359 7.146598 -0.14 -0.19 -0.23
H -8.085815 -1.142498 5.520943 -0.24 0.10 -0.23
H -10.512175 1.724210 7.648774 -0.19 0.16 -0.38
H -8.653038 2.480760 8.945846 0.19 -0.09 0.07
N -0.768213 7.284105 -10.303457 0.22 0.34 0.71
C -0.672338 7.561985 -8.995578 0.98 -0.10 -0.79
C -0.637701 6.576382 -8.030812 -0.49 1.01 0.98
C -0.841413 5.305692 -8.391900 -0.90 -2.08 -1.48
C -0.980816 4.968584 -9.762973 0.78 -0.16 1.55
C -0.866275 5.996044 -10.667007 -0.55 0.56 0.04
H -0.445463 8.572629 -8.689738 -0.39 0.36 -0.30
H -0.610183 6.720385 -6.960805 0.27 0.79 0.00
H -1.008523 4.609527 -7.583321 0.27 -0.56 -0.26
H -1.041571 3.923090 -10.026910 -0.24 0.06 -0.32
H -0.941948 5.847259 -11.734031 0.07 -0.23 -0.12
N 3.661072 -8.071641 3.120093 0.40 1.29 -0.25
C 3.376047 -6.792183 3.533106 2.72 -1.17 -1.29
C 4.305328 -5.744440 3.257838 0.84 -0.87 0.71
C 5.576821 -6.012342 2.640177 -2.32 -0.74 0.59
C 5.769169 -7.307095 2.160315 -0.02 1.14 0.39
C 4.808345 -8.266624 2.427878 -1.12 0.28 -0.22
H 2.473334 -6.716864 4.121175 -0.04 0.47 -0.11
H 4.152802 -4.782051 3.723611 -0.24 0.21 -0.27
H 6.358309 -5.274923 2.531181 -0.24 0.27 0.00
H 6.659774 -7.495250 1.579095 0.01 -0.44 0.03
H 4.916692 -9.216398 1.925279 -0.02 -0.43 0.41
N 7.131551 -5.091614 -4.894161 -0.40 -0.16 -0.76
C 7.163998 -3.901214 -4.295100 0.21 -0.21 -0.72
C 7.113364 -2.687984 -4.992949 0.48 -0.12 -1.95
C 7.157763 -2.732794 -6.400572 -0.29 -2.30 1.19
C 7.189036 -4.041550 -7.026433 -0.40 2.50 0.02
C 7.075019 -5.173232 -6.262348 -0.13 1.13 1.95
H 7.235411 -3.922753 -3.217676 -0.06 0.02 0.15
H 7.129864 -1.687310 -4.587024 -0.21 -0.23 0.71
H 7.036554 -1.790772 -6.914672 0.35 -0.19 -0.49
H 7.200239 -4.074571 -8.105870 -0.08 -0.20 -0.10
H 6.798090 -6.124846 -6.691455 0.53 -0.24 0.02
N -6.019001 -1.021984 -2.295947 -0.76 -0.54 -1.23
C -5.812350 -0.843889 -0.993020 1.14 -1.57 -0.49
C -5.399498 -1.920489 -0.163481 -0.71 -0.66 -2.72
C -5.341138 -3.220663 -0.851287 -0.03 1.78 2.28
C -5.555161 -3.361305 -2.200624 -0.48 0.70 -0.40
C -5.942343 -2.223770 -2.898334 0.88 1.32 1.05
H -5.842350 0.218162 -0.799224 -0.02 -0.06 1.10
H -5.112465 -1.707179 0.855590 -0.10 -0.55 0.12
H -5.178429 -4.115145 -0.268326 0.43 0.04 0.17
H -5.423130 -4.289064 -2.737508 -0.08 -0.21 0.24
H -6.041383 -2.186656 -3.973142 -0.24 -0.24 -0.12
N -0.788323 -7.697229 -3.916510 -0.46 0.59 -1.37
C -0.691590 -8.356830 -2.782395 -0.27 0.00 0.03
C -0.259432 -7.754669 -1.637658 0.82 2.32 1.76
C 0.028803 -6.387671 -1.661921 -0.33 1.23 -1.99
C -0.166697 -5.643016 -2.867920 0.07 -1.37 0.90
C -0.556791 -6.367224 -3.981495 0.17 -0.97 0.91
H -1.035333 -9.379486 -2.733126 0.14 -0.27 -0.40
H -0.148686 -8.148841 -0.638277 -0.15 -0.95 -0.24
H 0.379956 -5.800076 -0.826559 -0.05 -0.42 0.42
H -0.036517 -4.573207 -2.938487 0.15 0.03 0.20
H -0.682211 -5.873295 -4.933710 -0.09 -0.16 -0.20
```
Forces are in eV/Å.

For the total energy, the calculation gives -18852.57737 a.u. As for the net charge: -1.

> Number 1 is which compound?

C49H41BrClN5O3SSrTe